The following is a DFT calculation (ωB97M-V with the def2-TZVPD basis set) of C14H24BeN4O5 as an isolated structure in a non-equilibrium geometry.

Atoms and positions in Å:
O 0.8692 -2.1779 2.8112
H 1.0568 -2.7193 3.5890
Be 0.6417 -1.2687 -0.4292
N 1.5079 -1.4429 -2.0168
N -0.6872 -0.7340 -1.5308
O 2.7732 -1.7295 -2.0754
O -1.8102 -0.0084 -1.2289
C 0.7853 -1.4027 -3.1409
C -0.5351 -0.9910 -2.8434
C 1.3009 -1.7277 -4.4886
C -1.6035 -0.7340 -3.8378
H 2.3444 -2.0383 -4.4384
H 1.2186 -0.8549 -5.1448
H 0.7130 -2.5388 -4.9319
H -2.1864 0.1518 -3.5599
H -2.2849 -1.5945 -3.9081
H -1.1632 -0.5792 -4.8300
H 2.5876 -2.1141 -0.4915
H -1.5800 0.5397 -0.3314
O 0.6359 2.3367 -1.3798
H 1.1520 2.3363 -2.2033
H -0.2696 2.5898 -1.6385
C -0.5894 -2.4616 0.7245
H -0.5605 -2.1695 1.7624
H -0.3355 -3.5286 0.6496
H -1.5938 -2.3025 0.3034
O 1.8786 -2.1625 0.2375
H 1.6373 -2.2295 2.2322
H 1.6166 -3.1047 0.2857
N 1.0474 0.3339 0.3455
C 0.6607 0.8182 1.6485
C 1.5407 0.7376 2.7117
C 1.2380 1.4031 3.9200
C 0.0904 2.1711 4.0452
C -0.8375 2.2601 2.9742
C -1.9691 3.1023 3.0020
C -2.8054 3.1494 1.9008
C -2.5387 2.3178 0.8087
N -1.4893 1.4938 0.7671
C -0.5802 1.4918 1.7824
H 0.7799 1.0380 -0.3940
H 2.0687 0.2788 0.3344
H 2.4798 0.1872 2.6113
H 1.9310 1.3277 4.7567
H -0.1153 2.7373 4.9596
H -2.1591 3.7143 3.8841
H -3.6747 3.7956 1.8600
H -3.1869 2.3025 -0.0641

Atoms 1-2, force components in eV/Å:
O 1.2 -0.1 1.9
H 0.2 0.1 -0.1

Properties
DFT total energy ... -31504.380 eV
Net charge ... 0

---

The following is a DFT calculation (ωB97M-V with the def2-TZVPD basis set) of an isolated ion of composition C7H16N2O and charge +2 in a non-equilibrium geometry.

Atoms and positions in Å:
C 0.3980 -1.4378 -1.8550
C -0.2462 -0.8490 -0.6779
C -1.5473 -0.1365 -1.0037
N -2.2707 0.0261 0.2753
C -1.7992 1.0524 1.2978
C -0.3051 1.0040 1.3654
C 0.3827 -0.1107 0.5506
C 1.8708 -0.2773 0.7332
N 2.6873 0.6686 -0.1547
O -0.3395 -1.4139 0.5872
H 1.0858 -2.2230 -1.4882
H 0.9298 -0.7878 -2.5823
H -0.3567 -1.9353 -2.6003
H -1.4701 0.7698 -1.5458
H -2.1549 -0.9264 -1.5719
H -1.9635 -0.7576 0.8706
H -3.3131 0.2052 0.0624
H -2.3484 0.8019 2.2340
H -2.1762 2.1337 1.0045
H 0.0749 2.0888 1.0689
H 0.0349 0.9614 2.3266
H 2.0411 -1.2390 0.3747
H 2.3777 -0.1652 1.7086
H 2.1060 0.7172 -1.0023
H 3.6188 0.3258 -0.3295
H 2.6834 1.5047 0.3518

Atoms 1-2, force components in eV/Å:
C 0.4 -2.3 -2.0
C -0.6 4.1 1.0

Properties
Structure (SMILES) ... C[C@]12C[NH2+]CC[C@@]1(C[NH3+])O2
Net charge ... +2
Energy relative to the best compared isomer or geometry (same formula, charge and spin) ... 11.0 kcal per mole

---

The following is a DFT calculation (ωB97M-V with the def2-TZVPD basis set) of a 2-piece molecular cluster, C5H11O4S2 overall in a non-equilibrium geometry.

Atoms and positions in Å:
C -1.0701 -0.0824 1.3659
C 0.4082 1.1660 -1.6232
C 0.4468 -0.1857 1.3535
C 1.0341 -0.6962 0.0064
C 1.4162 0.4874 -0.8476
O -1.1717 -1.9328 -2.1065
O -0.0097 -0.4213 -3.8036
O -0.1370 -2.8004 -4.2707
O 2.1338 -1.5332 0.2695
S 2.9970 0.9675 -0.8571
S 0.1958 -1.8093 -3.2443
H -1.5114 -1.0464 1.1270
H -1.4232 0.6408 0.6359
H -1.4174 0.2330 2.3495
H 0.7056 2.1674 -1.9221
H 0.2775 0.5546 -2.5919
H -0.5790 1.1496 -1.1728
H 0.8953 0.7800 1.6046
H 0.7628 -0.9067 2.1112
H 0.2782 -1.2948 -0.5137
H 2.9263 -0.9834 0.1210
H -1.9477 -2.0422 -2.6538

Atoms 1-2, force components in eV/Å:
C 0.1 0.1 0.0
C -0.4 0.3 -0.4

Properties
Net charge ... -1
Energy relative to the best compared isomer or geometry (same formula, charge and spin) ... 0.0 kcal per mole

---

The following is a DFT calculation (ωB97M-V with the def2-TZVPD basis set) of a 9-piece molecular cluster, H18O9 overall in a non-equilibrium geometry.

Atoms and positions in Å:
O -2.3378 0.8666 2.1351
H -1.9555 1.4736 1.4700
H -2.9995 1.4165 2.5504
O 2.1606 -2.8285 -1.4948
H 1.4300 -2.9104 -0.9389
H 2.5109 -1.9838 -1.4137
O -1.1184 2.5220 0.4582
H -1.1050 3.4049 0.8157
H -1.9571 2.5751 0.0308
O -3.2392 0.3406 -1.2059
H -2.6401 -0.3427 -1.3697
H -4.0984 -0.0378 -1.3685
O 0.6294 -2.1941 0.9729
H 0.2746 -3.0530 1.2450
H 0.1850 -1.5631 1.5056
O 0.8671 0.5771 -0.6298
H 0.2394 1.2992 -0.5120
H 0.3135 -0.1298 -0.9643
O 2.7581 2.4217 0.4226
H 2.1663 3.1604 0.7420
H 2.2835 1.8878 -0.1360
O -1.0668 -1.2802 -1.0814
H -1.4372 -2.0820 -1.4907
H -0.6800 -1.6789 -0.2761
O 3.2000 -0.6892 -0.0728
H 3.2415 -0.9830 0.8247
H 2.3751 -0.1892 -0.2182

Atoms 1-2, force components in eV/Å:
O 0.1 0.1 -0.2
H 0.2 -0.7 0.5

Properties
Structure (SMILES) ... O.O.O.O.O.O.O.O.O
Net charge ... 0
Energy relative to the best compared isomer or geometry (same formula, charge and spin) ... 62.4 kcal per mole

---

The following is a DFT calculation (ωB97M-V with the def2-TZVPD basis set) of one molecule with the formula C3H8N4O in a non-equilibrium geometry.

Atoms and positions in Å:
H 2.1647 -1.2275 -0.2957
N 2.3687 -0.1555 -0.4311
C 1.3122 0.5708 -0.5121
N 1.1988 1.9889 -0.7976
O -0.1061 0.4623 -0.2936
C -0.5489 -0.8285 0.0114
N -0.1481 -2.0551 -0.5765
H 0.5684 -1.8076 -1.1607
N -1.6157 -0.7699 0.7631
C -2.1703 0.3802 1.5405
H 0.2550 2.5763 -0.9049
H 2.1336 2.6730 -0.8414
H -1.9138 -1.6691 1.5293
H -1.2949 1.3397 1.5154
H -2.3350 -0.1136 2.7427
H -2.9128 0.7365 0.8199

Atoms 1-2, force components in eV/Å:
H 0.3 2.9 0.0
N -2.8 -1.1 -0.1

Properties
Structure (SMILES) ... [H]/N=C(/N)O/C(=N\[H])NC
Net charge ... 0
Energy relative to the best compared isomer or geometry (same formula, charge and spin) ... 136.1 kcal per mole

---

The following is a DFT calculation (ωB97M-V with the def2-TZVPD basis set) of one molecule with the formula C16H18N2O3S in a non-equilibrium geometry.

Atoms and positions in Å:
C -4.9605 -2.5297 -1.2468
O -5.0980 -1.1382 -1.0922
C -4.1512 -0.4635 -0.3849
C -4.3454 0.9140 -0.2684
C -3.4451 1.6908 0.4281
C -2.3343 1.1161 1.0343
C -1.3174 1.9688 1.7560
C -0.2211 2.2718 0.7985
N 0.8123 1.5362 0.6194
C 1.6167 1.9966 -0.3782
C 2.9045 1.3810 -0.7746
O 3.7161 2.0227 -1.4260
N 3.1482 0.1027 -0.4072
C 2.2580 -0.7615 0.3408
C 2.6904 -2.2138 0.1522
O 3.9998 -2.4625 0.6172
C 4.8808 -1.3659 0.4403
C 4.4537 -0.4588 -0.7051
C 1.1653 3.1395 -0.9793
S -0.3146 3.6484 -0.2914
C -2.1388 -0.2499 0.9089
C -3.0348 -1.0411 0.2105
H -4.0417 -2.7862 -1.7842
H -5.8204 -2.8467 -1.8346
H -4.9734 -3.0452 -0.2810
H -5.2130 1.3502 -0.7370
H -3.6071 2.7561 0.5041
H -1.7764 2.8947 2.1030
H -0.9007 1.4232 2.6037
H 1.2330 -0.6377 -0.0139
H 2.2820 -0.5033 1.4064
H 2.0360 -2.8767 0.7238
H 2.6106 -2.4823 -0.9122
H 4.9266 -0.7797 1.3701
H 5.8703 -1.7883 0.2469
H 4.4216 -1.0249 -1.6440
H 5.1544 0.3696 -0.8313
H 1.6360 3.6809 -1.7739
H -1.2714 -0.7058 1.3637
H -2.8510 -2.1015 0.1384

Atoms 1-2, force components in eV/Å:
C 0.0 -0.2 0.0
O 0.0 0.3 0.1

Properties
Structure (SMILES) ... COc1ccc(Cc2nc(C(=O)N3CCOCC3)cs2)cc1
Net charge ... 0
Energy relative to the best compared isomer or geometry (same formula, charge and spin) ... 46.6 kcal per mole